Computed, not measured: C23H18BrF2IrN3O4 as an isolated structure, with the ωB97M-V functional and the def2-TZVPD basis.

As for the total charge: 0. The total energy is -115114.9355 eV. The calculation puts the lowest unoccupied orbital energy (alpha / beta) at -0.2 / -2.6 eV. The value obtained for the energy above the lowest of the compared OMol25 structures with the same formula, charge and spin is 0.741 eV. Its HOMO energy (alpha / beta) is -6.81 / -7.72 eV. Its expectation value of S² is 8.815. Its frontier orbital gap (alpha / beta) is 6.59 / 5.07 eV. As for the multiplicity: 6.

Each line ends with the Mulliken spin population.
Geometry (Å):
Ir  -0.466042  -0.223615  -0.320556  2.97
O  -2.370061  0.381356  0.131485  0.21
C  -3.008104  0.275713  1.276591  0.02
C  -4.391543  0.034656  1.245501  0.04
C  -5.112194  -0.075921  2.412549  -0.01
C  -4.497047  0.053805  3.662169  0.03
C  -3.146149  0.309924  3.705732  -0.01
C  -2.382539  0.420330  2.533589  0.00
C  -0.976766  0.706878  2.693725  -0.02
N  -0.087178  0.709199  1.774850  0.13
C  1.254538  1.157397  2.134482  -0.03
C  2.225059  0.723939  1.039641  0.02
N  1.568739  1.067916  -0.209059  0.17
C  2.083254  1.936177  -0.974546  -0.05
C  1.443052  2.521156  -2.158341  0.20
C  2.243831  3.183857  -3.057702  -0.08
C  1.708950  3.808207  -4.190472  0.29
C  0.325403  3.813695  -4.422331  -0.09
C  -0.515631  3.208122  -3.534797  0.23
C  -0.006466  2.513941  -2.366812  0.07
O  -0.803303  1.951010  -1.602129  0.39
H  -4.860623  -0.072736  0.277468  0.00
H  -6.176195  -0.270006  2.357672  0.00
H  -5.069731  -0.049898  4.572186  0.00
H  -2.641676  0.421114  4.658311  0.00
H  -0.666424  0.967608  3.711358  0.01
H  1.563387  0.766970  3.108383  0.00
H  1.260688  2.250421  2.187439  0.00
H  2.360949  -0.357191  1.057980  0.00
H  3.197299  1.215833  1.145949  0.00
H  3.082744  2.330938  -0.754514  0.01
H  3.314096  3.215607  -2.892723  0.00
H  2.373581  4.297455  -4.889501  0.01
H  -0.065785  4.301995  -5.304793  0.00
H  -1.588168  3.182030  -3.666978  0.00
Br  3.416368  -1.545309  -1.672211  0.01
C  2.474339  -2.795923  -0.589451  0.00
C  2.996646  -4.075405  -0.496271  0.00
C  2.334763  -4.970902  0.326748  0.00
C  1.206749  -4.552358  1.007910  0.00
C  0.752070  -3.256772  0.816133  0.00
N  1.381838  -2.382055  0.020809  0.07
C  -0.511637  -2.798310  1.527835  0.01
O  -0.818224  -3.379635  2.555278  0.03
O  -1.167593  -1.850331  0.970489  0.14
H  3.887831  -4.342839  -1.043116  0.00
H  2.705760  -5.981319  0.433789  0.00
H  0.656035  -5.190915  1.682501  0.00
F  0.765645  -0.084547  -3.088047  0.00
C  -0.132554  -0.837299  -2.332336  0.18
F  -1.327491  -0.757470  -3.022479  0.02
H  0.205511  -1.876493  -2.439388  0.00

Cartesian forces (eV/Å) of the 6 atoms listed first:
-0.46 -0.05 0.36
-0.20 -0.01 0.15
0.14 0.02 -0.28
-0.03 0.01 0.12
-0.02 0.00 -0.01
0.09 0.02 -0.04

***

Computed, not measured: a 10-piece molecular cluster, C12H33N9O21 overall, with the ωB97M-V functional and the def2-TZVPD basis.

As for the total charge: 0. As for the SMILES: C[N+](=O)[O-].C[N+](=O)[O-].C[N+](=O)[O-].C[N+](=O)[O-].C[N+](=O)[O-].C[N+](=O)[O-].C[N+](=O)[O-].C[N+](=O)[O-].C[N+](=O)[O-].COC(=O)OC. The total energy is -69359.9191 eV. The calculation puts the lowest unoccupied orbital energy at -0.5 eV. The value obtained for the energy above the lowest of the compared OMol25 structures with the same formula, charge and spin is 1.600 eV. Its HOMO energy is -10.81 eV. Its frontier orbital gap is 10.33 eV.

Each line ends with the Mulliken charge.
Geometry (Å):
C  2.839760  4.446031  1.504035  -0.27
N  4.212604  4.675959  2.104926  0.92
O  5.103553  5.130482  1.316115  -0.55
O  4.376462  4.573983  3.367631  -0.51
H  2.299216  5.392259  1.480262  0.37
H  2.389044  3.666173  2.117858  -0.16
H  3.113472  4.104703  0.505702  0.18
C  3.264923  -0.542944  2.117615  -0.38
N  4.227347  0.534042  2.041012  0.92
O  3.734873  1.559502  1.709161  -0.37
O  5.384956  0.359599  2.186578  -0.58
H  2.890877  -0.835469  3.098753  0.23
H  3.739504  -1.360250  1.574600  0.40
H  2.386751  -0.306978  1.516580  -0.13
C  0.338176  -2.336811  -3.588180  -0.65
N  -0.401623  -3.534468  -3.824815  0.97
O  -1.437189  -3.711377  -3.139466  -0.51
O  0.026161  -4.244138  -4.695938  -0.58
H  -0.069113  -1.564320  -2.935913  0.02
H  0.370768  -1.937581  -4.601910  0.41
H  1.373128  -2.526130  -3.303335  0.34
C  0.759147  -4.636177  -0.224820  -0.54
N  1.941447  -3.725547  -0.277791  1.02
O  2.316591  -3.353497  -1.389675  -0.56
O  2.461681  -3.453725  0.800850  -0.58
H  -0.002119  -4.050465  0.290469  0.15
H  1.051706  -5.569702  0.255850  0.31
H  0.580949  -4.739987  -1.295131  0.18
C  3.879659  1.418676  -2.632283  -0.82
N  2.881832  0.358337  -2.217106  0.92
O  2.379116  0.452053  -1.078525  -0.49
O  2.541342  -0.476459  -3.093517  -0.52
H  4.844269  1.172030  -2.188666  0.31
H  3.371716  2.271681  -2.182306  0.29
H  3.891222  1.401559  -3.722083  0.30
C  -3.312209  -3.539118  1.527472  -0.58
N  -3.335717  -4.361818  0.301340  1.02
O  -4.181498  -4.157077  -0.524188  -0.57
O  -2.547193  -5.232491  0.162092  -0.57
H  -2.451371  -3.880820  2.102202  0.28
H  -4.291957  -3.714446  1.971836  0.30
H  -3.233978  -2.499848  1.208272  0.11
C  0.963870  4.880661  5.568194  -0.83
N  0.784277  3.531222  4.780908  0.85
O  1.789961  3.008355  4.338888  -0.46
O  -0.337155  3.284491  4.420185  -0.51
H  0.179289  5.634201  5.499607  0.34
H  1.829133  5.482500  5.290307  0.29
H  1.016338  4.619032  6.625024  0.32
C  -7.118562  -1.035104  0.560217  -0.50
N  -7.348284  -0.332980  -0.660710  0.89
O  -6.445063  0.229487  -1.199613  -0.50
O  -8.517017  -0.412567  -1.110745  -0.53
H  -6.149759  -1.530424  0.624922  0.01
H  -7.862325  -1.789113  0.817874  0.33
H  -7.077407  -0.303976  1.367595  0.32
C  -0.628768  1.472372  -4.131182  -0.54
N  -0.031478  2.813926  -3.877176  0.93
O  -0.715379  3.787751  -3.779362  -0.56
O  1.211055  2.915560  -3.866331  -0.53
H  -1.000994  1.524016  -5.154359  0.33
H  -1.504560  1.238546  -3.525863  0.28
H  0.170670  0.735552  -4.053140  0.10
C  -2.552286  -1.389366  -1.075606  -0.59
O  -2.043843  -0.238435  -0.398154  -0.33
C  -1.018821  -0.349613  0.463540  0.83
O  -0.336753  -1.326800  0.685596  -0.54
O  -0.874441  0.916131  0.892842  -0.40
C  0.277890  1.495327  1.529090  -0.28
H  -1.959336  -2.287143  -0.900994  0.18
H  -2.459619  -1.242359  -2.151669  0.26
H  -3.601863  -1.612994  -0.884615  0.30
H  0.316173  2.517817  1.153369  0.20
H  1.240381  1.100772  1.203471  0.00
H  0.096395  1.437732  2.602332  0.29

Cartesian forces (eV/Å) of the 6 atoms listed first:
1.40 -0.69 0.21
2.46 2.19 1.61
-2.62 -1.69 2.34
-0.67 0.06 -4.14
0.18 -0.11 0.15
-0.15 0.25 -0.22

***

Computed, not measured: C3H4N2O2S in the gas phase, with the ωB97M-V functional and the def2-TZVPD basis.

As for the total charge: 0. As for the SMILES: O=c1ocnn1CS. The total energy is -21085.1382 eV. The calculation puts the lowest unoccupied orbital energy at 0.7 eV. The value obtained for the energy above the lowest of the compared OMol25 structures with the same formula, charge and spin is 1.694 eV. Its HOMO energy is -9.48 eV. Its frontier orbital gap is 10.14 eV.

Each line ends with the Mulliken charge.
Geometry (Å):
O  1.037389  -1.802401  0.743245  -0.60
C  1.019634  -0.717507  0.221894  0.61
O  2.079670  -0.012103  -0.213475  -0.32
C  1.632062  1.210476  -0.362783  -0.01
N  0.366391  1.379166  -0.195938  -0.77
N  -0.028860  0.141023  0.212254  0.55
C  -1.344468  -0.287261  0.526807  -0.43
S  -2.573711  -0.552267  -0.808858  -0.25
H  2.344309  2.023215  -0.444854  0.40
H  -1.814280  0.475383  1.133076  0.30
H  -1.119100  -1.210519  1.066068  0.38
H  -1.599039  -0.647207  -1.877432  0.14

Cartesian forces (eV/Å) of the 6 atoms listed first:
0.44 -0.36 -0.85
-0.89 -1.51 2.04
1.26 -1.08 0.15
-0.76 2.95 -0.38
0.78 0.41 0.17
-0.26 -0.11 -1.29

***

Computed, not measured: C43H35Cl3N6O3V as an isolated structure, with the ωB97M-V functional and the def2-TZVPD basis.

As for the total charge: 0. The total energy is -123497.5022 eV. The calculation puts the lowest unoccupied orbital energy (alpha / beta) at -0.4 / -0.5 eV. The value obtained for the energy above the lowest of the compared OMol25 structures with the same formula, charge and spin is 0.331 eV. Its HOMO energy (alpha / beta) is -5.20 / -7.13 eV. Its expectation value of S² is 3.818. Its frontier orbital gap (alpha / beta) is 4.80 / 6.59 eV. As for the multiplicity: 4.

Each line ends with the Mulliken spin population.
Geometry (Å):
V  -0.100728  -0.121085  0.043942  1.95
C  -1.458495  2.023970  -3.560290  0.00
C  -1.154258  1.028597  -2.493962  0.02
N  -0.102162  1.014139  -1.769068  -0.05
N  0.882132  1.948874  -1.919790  0.01
C  1.687007  1.885559  -0.866542  -0.01
O  1.513420  1.140149  0.157496  0.05
C  2.874070  2.789259  -0.865883  0.00
C  3.195148  3.563681  -1.978484  0.00
C  4.307640  4.390356  -1.951418  0.00
C  5.104513  4.448704  -0.814745  0.00
C  4.789376  3.674594  0.293616  0.00
C  3.678481  2.844722  0.267991  0.00
C  -2.113492  -0.054040  -2.162241  0.02
C  -3.300787  -0.246964  -2.843746  0.00
C  -4.114662  -1.318168  -2.484382  0.01
C  -3.700841  -2.179476  -1.490943  0.00
C  -2.495201  -1.923658  -0.850601  0.03
N  -1.745051  -0.867799  -1.151934  -0.04
H  -0.629499  2.719111  -3.652315  0.00
H  -2.368503  2.578195  -3.316302  0.00
H  -1.622170  1.529963  -4.520420  0.00
H  2.568183  3.506141  -2.857568  0.00
H  4.558263  4.988147  -2.820163  0.00
H  5.976045  5.093206  -0.795407  0.00
H  5.414581  3.711003  1.178130  0.00
H  3.427516  2.219780  1.115859  0.00
H  -3.585810  0.423341  -3.642535  0.00
H  -5.054960  -1.476102  -2.998419  0.00
H  -4.281027  -3.042153  -1.190051  0.00
H  -2.124225  -2.571069  -0.062259  0.01
C  -1.743427  -3.211078  -3.812335  0.00
O  -1.209838  -4.435292  -3.309189  0.00
C  -1.183620  -4.471317  -1.928575  0.01
C  -2.296443  -4.869695  -1.216791  -0.03
C  -2.246456  -4.945887  0.171689  0.05
C  -1.055813  -4.634011  0.816593  -0.01
C  0.069198  -4.243082  0.104686  0.02
C  0.027393  -4.151595  -1.291138  0.03
N  1.100444  -3.813646  -2.098079  0.11
C  2.437839  -3.682878  -1.745966  0.58
C  2.938870  -3.032112  -0.590791  -0.09
C  4.209452  -3.397369  -0.093182  0.12
C  4.751884  -2.803822  1.027972  -0.09
C  4.026504  -1.813692  1.690375  0.19
C  2.788696  -1.406892  1.208485  -0.06
C  2.228853  -1.980044  0.059210  0.15
O  1.093443  -1.580951  -0.484533  0.04
H  -2.791482  -3.093942  -3.520268  0.00
H  -1.674503  -3.256131  -4.898183  0.00
H  -1.169912  -2.354014  -3.441954  0.00
H  -3.194626  -5.133017  -1.766827  0.00
H  -3.116719  -5.263431  0.735799  0.00
H  -0.986705  -4.700918  1.898946  0.00
H  0.985118  -4.018425  0.629224  -0.01
H  0.932814  -4.036351  -3.062425  -0.02
H  3.140849  -4.163691  -2.416874  0.01
H  4.755027  -4.183877  -0.605904  -0.01
H  5.725304  -3.113800  1.389815  0.00
H  4.430818  -1.339658  2.578503  0.01
H  2.253278  -0.613148  1.705611  -0.01
Cl  -3.399394  4.344846  0.878919  0.00
C  -1.900868  3.854852  1.666560  0.00
Cl  -2.157254  3.631506  3.398476  0.00
Cl  -0.617004  5.023379  1.357832  0.00
C  -1.477754  2.568440  1.101301  0.10
N  -1.107646  1.588097  0.673482  -0.10
N  -0.700744  -0.884087  1.632412  -0.17
C  -1.399545  -1.411833  2.544799  0.08
C  -0.764115  -1.906794  3.807399  0.00
C  0.548001  -2.373348  3.769799  0.01
C  1.164178  -2.817809  4.929868  -0.01
C  0.477509  -2.795720  6.137192  0.02
C  -0.830981  -2.332961  6.180833  -0.01
C  -1.453180  -1.898289  5.018249  0.01
C  -2.874453  -1.665693  2.366644  0.02
C  -3.404180  -2.927878  2.630195  0.02
C  -4.739549  -3.202737  2.368203  0.00
C  -5.570183  -2.210629  1.865662  0.01
C  -5.058009  -0.942520  1.624509  0.00
C  -3.717932  -0.677465  1.867279  0.02
H  1.080813  -2.378781  2.826969  0.00
H  2.184113  -3.182258  4.885944  0.00
H  0.960972  -3.142434  7.044188  0.00
H  -1.370439  -2.312010  7.119938  0.00
H  -2.476511  -1.544282  5.052748  0.00
H  -2.758949  -3.702197  3.029179  0.00
H  -5.133445  -4.194880  2.562497  0.00
H  -6.614891  -2.421043  1.671379  0.00
H  -5.704265  -0.159734  1.243132  0.00
H  -3.313799  0.297929  1.662680  0.00

Cartesian forces (eV/Å) of the 6 atoms listed first:
0.77 -0.81 0.08
0.09 0.03 -0.08
-0.35 -0.24 -0.11
0.13 0.07 0.31
0.01 -0.12 0.13
0.10 0.14 0.01

***

Computed, not measured: an isolated ion of composition C6H8N and charge +1, with the ωB97M-V functional and the def2-TZVPD basis.

As for the total charge: +1. The total energy is -7828.2512 eV. The calculation puts the lowest unoccupied orbital energy at -4.7 eV. The value obtained for the energy above the lowest of the compared OMol25 structures with the same formula, charge and spin is 7.437 eV. Its HOMO energy is -15.88 eV. Its frontier orbital gap is 11.22 eV.

Each line ends with the Mulliken charge.
Geometry (Å):
C  0.505137  0.646829  2.183619  0.48
C  1.208404  0.388671  0.724039  0.40
C  -0.924310  0.257259  2.218292  -0.56
C  -0.218123  1.387870  1.331870  -0.31
C  0.048564  -0.590965  -1.247734  -1.20
C  1.299169  0.024062  -0.692850  -0.02
N  1.771138  0.246169  1.865432  -0.51
H  -1.348854  -0.683686  1.835950  0.27
H  -1.576548  0.707479  3.069951  0.25
H  -0.448814  2.167674  0.726141  0.55
H  -0.205746  -1.599635  -1.078775  0.39
H  0.153845  -0.634906  -2.290969  0.38
H  -0.971878  -0.025613  -1.049313  0.30
H  1.554403  0.979507  -1.272904  0.27
H  2.180229  -0.732241  -0.710037  0.31

Cartesian forces (eV/Å) of the 6 atoms listed first:
-2.06 0.64 0.53
0.64 0.69 1.37
-1.29 1.20 1.40
-0.53 -3.00 1.58
-3.03 1.56 0.05
1.88 -0.49 -0.14

***

Computed, not measured: C4H8N2 in the gas phase, with the ωB97M-V functional and the def2-TZVPD basis.

As for the total charge: 0. As for the SMILES: CCNCC#N. The total energy is -7255.7805 eV. The calculation puts the lowest unoccupied orbital energy at 1.0 eV. The value obtained for the energy above the lowest of the compared OMol25 structures with the same formula, charge and spin is 2.095 eV. Its HOMO energy is -9.43 eV. Its frontier orbital gap is 10.41 eV.

Each line ends with the Mulliken charge.
Geometry (Å):
C  -1.625920  0.947496  -0.882938  -1.20
C  -0.904504  0.107486  0.064263  -0.21
N  0.437411  -0.415374  -0.545095  -0.42
C  1.338626  -1.049139  0.390660  -0.53
C  1.812177  -0.150829  1.443426  0.36
N  2.176708  0.603250  2.241947  -0.41
H  -1.782162  0.460000  -1.850139  0.31
H  -1.050387  1.871742  -1.052793  0.30
H  -2.596368  1.229343  -0.469269  0.35
H  -0.729504  0.526028  1.060660  0.29
H  -0.999586  -1.117006  -0.087544  0.27
H  0.905026  0.339019  -1.050873  0.27
H  2.211660  -1.463726  -0.123968  0.32
H  0.806821  -1.888291  0.861662  0.27

Cartesian forces (eV/Å) of the 6 atoms listed first:
-0.52 0.84 -0.77
2.99 -5.85 -0.56
0.72 2.28 -0.90
-0.46 -0.22 -0.16
0.60 0.96 1.18
-0.38 -0.71 -0.76